(1)
Entry from OMol25: a gas-phase ion, C6H7N4S (charge +1) at a distorted geometry (the ωB97M-V functional and the def2-TZVPD basis).

## Properties
Orbital gap   8.973 eV
Lowest unoccupied orbital energy   -4.88 eV
Net charge   +1

Positions of all 18 atoms, in Å:
C: 2.496 -0.839 -0.763
C: -3.069 0.339 0.085
C: -2.226 1.389 0.518
C: 3.166 -0.298 0.420
H: 2.747 -1.841 -1.251
C: 2.474 0.778 0.706
H: 2.715 1.340 1.594
H: -2.533 2.173 1.278
H: -0.360 -0.287 -1.443
N: 1.579 1.027 -0.309
C: -2.250 -0.433 -0.723
H: 3.953 -0.837 0.797
S: 0.554 2.339 -0.218
N: -1.101 1.265 -0.134
H: -4.117 0.127 0.395
H: -2.523 -1.375 -1.154
N: -1.122 0.179 -0.915
N: 1.595 0.008 -1.176



(2)
Entry from OMol25: C6H7NO in the gas phase at a distorted geometry (the ωB97M-V functional and the def2-TZVPD basis).

## Properties
Orbital gap   9.610 eV
Lowest unoccupied orbital energy   0.96 eV
Net charge   0

Positions of all 15 atoms, in Å:
H: 0.034 2.329 0.829
H: 0.704 -1.991 1.192
C: 0.399 -1.125 0.584
C: -0.862 -0.033 -1.042
H: -0.900 -0.093 -2.089
H: -1.658 -1.358 0.200
H: 0.533 1.382 -1.606
N: -0.812 -1.301 -0.255
H: -0.020 0.269 2.527
C: 1.320 -0.334 -0.264
C: 0.260 0.775 -0.796
C: 0.151 1.217 0.615
H: -1.780 0.515 -0.758
O: 2.494 -0.400 -0.521
C: 0.136 0.148 1.384



(3)
Entry from OMol25: a molecular structure, C6H7NO at a distorted geometry (the ωB97M-V functional and the def2-TZVPD basis).

## Properties
Orbital gap   9.033 eV
Lowest unoccupied orbital energy   -0.26 eV
Net charge   0

Positions of all 15 atoms, in Å:
C: 0.467 -1.722 0.779
H: 0.737 0.070 -0.863
H: 2.553 -2.510 0.585
N: -2.748 -1.083 1.900
C: -0.603 2.244 -1.512
C: -0.095 0.335 -0.183
C: -0.464 -0.571 0.707
C: 1.873 -1.628 1.175
O: -1.085 1.170 -0.779
H: 2.423 -0.510 2.113
H: -1.280 2.315 -2.810
H: -0.070 -2.801 0.192
H: 0.808 1.908 -1.481
H: -0.685 3.559 -0.916
C: -1.830 -0.778 1.094



(4)
Entry from OMol25: a molecular structure, C6H7NO at a distorted geometry (the ωB97M-V functional and the def2-TZVPD basis).

## Properties
Orbital gap   9.572 eV
Lowest unoccupied orbital energy   -1.11 eV
Net charge   0

Positions of all 15 atoms, in Å:
H: 1.830 1.242 1.170
H: 2.630 1.559 -0.422
C: -0.741 -0.204 1.255
H: -1.819 0.647 1.440
H: -0.008 2.650 0.411
C: 1.805 1.173 0.108
H: 1.780 -1.242 0.255
H: 1.498 -0.707 -1.229
H: 0.297 1.758 -1.332
O: -0.122 -1.325 1.994
C: 1.288 -0.402 -0.343
C: 0.461 1.593 -0.183
C: -0.364 0.075 0.021
C: -1.186 -0.447 -1.158
N: -1.830 -0.863 -2.062



(5)
Entry from OMol25: C6H7NO in the gas phase at a distorted geometry (the ωB97M-V functional and the def2-TZVPD basis).

## Properties
Orbital gap   9.501 eV
Lowest unoccupied orbital energy   0.61 eV
Net charge   0

Positions of all 15 atoms, in Å:
C: -1.067 -0.231 0.173
O: -0.490 1.902 -1.121
H: -0.824 0.318 2.169
H: 1.279 -1.408 -1.926
C: -0.255 0.928 -0.280
H: -2.090 -0.389 0.382
H: 2.110 0.434 -0.275
C: -0.477 -1.221 -0.791
H: -1.262 -1.859 -1.346
C: 0.977 -0.302 1.453
C: 1.078 0.195 -0.077
N: -0.543 -0.500 1.462
H: 1.651 -1.149 1.777
H: 1.267 0.593 2.163
C: 0.677 -0.745 -1.179



(6)
Entry from OMol25: C6H7NO in the gas phase at a distorted geometry (the ωB97M-V functional and the def2-TZVPD basis).

## Properties
Orbital gap   8.736 eV
Lowest unoccupied orbital energy   -0.70 eV
Net charge   0

Positions of all 15 atoms, in Å:
C: -0.378 0.538 -0.027
O: 0.736 1.276 -0.249
C: -0.553 0.012 1.425
C: -1.728 1.440 -0.096
C: 0.723 -1.051 1.497
H: 1.696 -1.478 0.768
C: -0.330 -0.504 -0.931
N: -2.203 2.705 0.080
H: 0.827 -1.718 2.471
H: -1.172 -1.084 -1.329
H: 0.216 -1.531 -2.554
H: 1.294 1.381 0.652
H: -1.090 0.616 2.344
H: 1.435 -0.045 -2.089
C: 0.527 -0.557 -1.965



(7)
Entry from OMol25: C6H7NO in the gas phase at a distorted geometry (the ωB97M-V functional and the def2-TZVPD basis).

## Properties
Orbital gap (spin up / spin down)   6.275 / 7.611 eV
Lowest unoccupied orbital energy (spin up / spin down)   -0.66 / 0.22 eV
Net charge   0

Positions of all 15 atoms, in Å:
H: -0.797 1.191 -2.140
H: 2.234 -0.776 0.135
C: -0.070 1.434 -1.375
C: 0.124 -1.626 0.374
C: -0.923 -0.581 0.031
H: -2.537 0.082 -0.712
H: 0.194 2.482 -1.303
H: -0.075 -2.205 1.276
O: 1.146 0.032 1.812
H: 0.277 -2.296 -0.475
C: 1.228 -0.586 0.481
C: 0.543 0.992 1.056
H: 0.690 2.011 1.401
C: 0.096 0.602 -0.269
N: -2.131 -0.756 -0.292



(8)
Entry from OMol25: 2 unconnected molecules or ions with the total composition C6H7NO at a distorted geometry (the ωB97M-V functional and the def2-TZVPD basis).

## Properties
Orbital gap   7.376 eV
Lowest unoccupied orbital energy   0.03 eV
Net charge   0

Positions of all 15 atoms, in Å:
H: 1.185 -2.341 -0.068
H: -3.439 -0.630 0.201
C: 2.087 -0.334 0.111
N: -0.032 -0.578 -0.157
C: -2.380 -0.299 0.025
C: -1.296 -1.159 0.017
H: -1.319 -2.108 0.623
H: -2.376 0.705 -0.600
C: 1.125 -1.339 -0.070
O: -0.657 1.852 0.053
C: 1.608 0.901 -0.069
C: 0.166 0.739 -0.048
H: 2.289 1.697 0.253
H: -1.893 1.382 0.265
H: 3.172 -0.519 0.198



(9)
Entry from OMol25: C6H7NO2 in the gas phase at a distorted geometry (the ωB97M-V functional and the def2-TZVPD basis).

## Properties
Orbital gap   8.294 eV
Lowest unoccupied orbital energy   -0.30 eV
Net charge   0

Positions of all 16 atoms, in Å:
C: -0.854 -1.647 0.153
H: 1.262 2.602 0.000
H: -1.756 -1.736 -0.493
O: -0.205 -0.313 -3.858
H: 0.641 0.404 1.482
N: -0.273 -0.773 -2.765
O: -0.787 -1.868 -2.456
C: 0.297 0.753 0.510
H: -0.607 1.325 0.701
C: 0.199 -0.062 -1.706
H: -0.304 -2.509 -0.045
C: 0.893 1.187 -1.727
C: 0.991 1.604 -0.410
H: 1.363 1.731 -2.510
H: -1.170 -1.524 1.104
C: -0.197 -0.468 -0.305



(10)
Entry from OMol25: C6H7NO2 in the gas phase at a distorted geometry (the ωB97M-V functional and the def2-TZVPD basis).

## Properties
Orbital gap (spin up / spin down)   8.208 / 7.859 eV
Lowest unoccupied orbital energy (spin up / spin down)   0.27 / 0.32 eV
Net charge   0

Positions of all 16 atoms, in Å:
C: 2.144 -1.043 -0.006
N: -2.302 -0.122 -0.399
H: -3.059 -0.353 -1.015
H: -2.469 1.962 -0.250
O: 1.068 0.741 -1.078
C: 0.611 1.170 0.250
H: -0.619 0.410 1.697
C: -0.668 0.515 0.650
H: 0.785 2.261 0.360
O: -0.804 -1.952 -0.115
H: 2.709 -1.279 0.800
C: -1.141 -0.790 -0.058
C: -2.035 1.059 0.210
C: 1.863 0.384 0.003
H: 2.714 -1.361 -0.954
H: 1.204 -1.603 -0.096



- Number 10 is which compound?
  C6H7NO2